[1]
C4H9NO | ωB97M-V with the def2-TZVPD basis set

The geometry in XYZ format:
```
15
Properties=species:S:1:pos:R:3:mulliken_charge:R:1
H 0.144 -0.850 2.328 0.299
H 0.845 -2.164 -0.324 0.315
N -0.413 -0.517 -0.262 -0.111
C 0.476 -1.685 1.717 -1.022
O -1.413 1.230 -1.258 -0.639
C -0.469 0.793 -0.629 0.615
H 1.361 -2.132 2.163 0.334
C 0.714 -1.260 0.266 -0.595
H 1.454 1.770 -0.911 0.255
C 0.667 1.665 -0.160 -0.996
H 1.125 1.269 0.747 0.329
H 0.290 2.671 0.009 0.299
H -1.197 -1.060 -0.582 0.233
H -0.305 -2.441 1.727 0.312
H 1.624 -0.673 0.154 0.373
```

Output
**SMILES**: CCNC(C)=O
**Net charge**: 0

[2]
C4H9NO | ωB97M-V with the def2-TZVPD basis set

The geometry in XYZ format:
```
15
Properties=species:S:1:pos:R:3:mulliken_charge:R:1
C -2.381 -0.082 -0.321 -1.027
H 1.170 1.550 1.266 0.356
H 3.225 0.320 0.293 0.302
O -0.612 0.435 1.080 -0.329
H -2.840 0.583 0.407 0.285
H -0.555 -1.184 -0.385 0.267
C 2.539 0.141 -0.532 -0.881
H -3.070 -0.866 -0.631 0.353
H 2.429 0.980 -1.212 0.338
C 0.689 0.657 0.797 0.042
H -2.073 0.486 -1.211 0.256
H 2.802 -0.767 -1.085 0.261
C -1.194 -0.692 0.368 -0.151
N 1.250 -0.141 0.009 -0.373
H -1.378 -1.417 1.157 0.303
```

Output
**SMILES**: CCO/C=N/C
**Net charge**: 0

[3]
C4H9NO | ωB97M-V with the def2-TZVPD basis set

The geometry in XYZ format:
```
15
Properties=species:S:1:pos:R:3:mulliken_charge:R:1
H -2.659 1.370 -0.566 0.231
H 0.704 -2.210 1.050 0.288
O -0.739 0.728 -0.600 -0.116
C 0.261 0.312 -1.403 -0.613
C 1.296 -0.124 0.849 -0.347
H -1.699 1.984 -1.945 0.274
C -1.903 1.118 -1.312 -0.556
H 0.558 -1.256 2.541 0.314
H 2.342 -0.252 1.145 0.384
H -2.258 0.295 -1.935 0.297
N 1.258 -0.096 -0.615 0.098
H 0.965 0.850 1.219 0.235
H -0.622 -1.044 1.228 0.269
C 0.431 -1.228 1.453 -1.001
H 2.065 -0.448 -1.108 0.245
```

Output
**Net charge**: 0

[4]
C4H9NO | ωB97M-V with the def2-TZVPD basis set

The geometry in XYZ format:
```
15
Properties=species:S:1:pos:R:3:mulliken_charge:R:1
C -1.288 -0.495 -0.683 -0.389
H -1.560 -1.515 -0.375 0.292
N 0.170 -0.308 -0.576 -0.210
C 2.344 0.220 0.301 -1.009
H 2.355 0.937 1.128 0.253
C 1.000 -0.650 0.440 0.552
H -3.143 0.431 0.024 0.350
O 0.824 -1.439 1.344 -0.598
C -2.058 0.524 0.154 -1.018
H 3.148 -0.495 0.426 0.290
H 2.635 0.826 -0.593 0.373
H 0.739 0.454 -0.928 0.243
H -1.572 -0.415 -1.740 0.307
H -1.828 0.386 1.215 0.282
H -1.767 1.538 -0.137 0.282
```

Output
**SMILES**: CCNC(C)=O
**Net charge**: 0

Going through the records in order, we get frontier orbital gap values of 10.43; 10.49; 9.56; 10.59 eV.
Going through the records in order, we get calculated total energy values of -7831.9624; -7830.2970; -7829.8149; -7831.3704 eV.